1.
2 unconnected molecules or ions with the total composition C3H6N2O2 in a non-equilibrium geometry, computed with ωB97M-V with the def2-TZVPD basis set.

Last column: Mulliken charge in e.
Atoms and positions in Å:
O (-0.29086, 1.88589, -0.05321)  -0.496
C (0.31015, 0.69444, -0.06905)  0.490
N (-0.22114, -0.37490, 0.33458)  -0.363
N (0.65048, -1.54391, 0.15020)  -0.426
C (1.79283, -1.10671, -0.17580)  -0.196
C (1.70017, 0.44806, -0.45361)  -0.268
H (-1.03490, 1.92980, 0.50927)  0.354
H (2.59112, -1.73817, -0.49725)  0.390
H (2.39314, 1.12486, 0.15289)  0.264
H (2.05371, 0.43523, -1.45859)  0.285
O (-3.36724, -0.42840, -0.30466)  -0.697
H (-2.48094, -0.07641, -0.08478)  0.335
H (-3.23924, -1.41980, -0.15130)  0.328

Structure (SMILES): OC1=NN=CC1.O
2S+1: 1

---

2.
A single C25H31BrN4O2 molecule, computed with ωB97M-V with the def2-TZVPD basis set.

Last column: Mulliken charge in e.
Atoms and positions in Å:
C (-4.20824, -1.89225, 1.11602)  -0.809
O (-3.55018, -0.76357, 1.63949)  -0.448
C (-2.21977, -0.86617, 1.92399)  0.786
C (-1.41776, -1.95493, 1.60623)  -0.407
C (-0.07190, -1.93668, 1.92674)  -0.216
C (0.50844, -0.85888, 2.57897)  0.338
C (1.97049, -0.87400, 2.93453)  -2.087
C (2.89072, -0.20362, 1.89731)  -0.057
C (2.67837, 1.31995, 1.79448)  -0.593
N (2.97406, 1.56245, 0.40928)  -0.054
C (2.74751, 0.40591, -0.30117)  -0.169
N (2.51797, 0.54841, -1.55657)  -0.560
C (2.50982, 1.98063, -1.80985)  -1.063
C (2.53993, 2.67382, -0.41666)  0.722
C (3.49885, 3.85114, -0.34256)  -1.655
N (2.67864, -0.67387, 0.52447)  0.909
C (3.12813, -2.01426, 0.20109)  -0.876
C (2.63627, -2.55264, -1.16827)  -0.009
C (3.66799, -2.32631, -2.26837)  -1.537
N (1.39614, -1.92236, -1.54213)  -0.071
C (0.18073, -2.44747, -1.32350)  -0.034
O (-0.02878, -3.60492, -1.00368)  -0.731
C (-0.92921, -1.45542, -1.49328)  0.492
C (-2.13147, -1.80954, -2.08993)  -0.868
C (-3.17741, -0.90465, -2.14310)  -1.150
C (-3.07076, 0.36590, -1.58789)  1.784
C (-4.21498, 1.32541, -1.60052)  -1.881
C (-1.85620, 0.69295, -0.99388)  -0.534
Br (-1.61505, 2.40601, -0.20240)  -0.176
C (-0.79606, -0.18703, -0.94128)  0.258
C (-0.31178, 0.21293, 2.92087)  -0.029
C (-1.65076, 0.21879, 2.59057)  -1.054
H (-4.12875, -2.74839, 1.79311)  0.378
H (-3.81553, -2.16886, 0.13286)  0.248
H (-5.25401, -1.60384, 1.01927)  0.245
H (-1.81444, -2.81903, 1.09882)  0.414
H (0.52334, -2.79682, 1.66128)  0.251
H (2.29330, -1.90753, 3.07348)  0.552
H (2.12683, -0.34714, 3.87883)  0.523
H (3.93413, -0.40814, 2.19228)  0.432
H (3.35043, 1.87532, 2.45338)  0.306
H (1.63996, 1.59228, 2.02720)  0.234
H (1.62126, 2.23863, -2.38973)  0.330
H (3.39296, 2.25280, -2.39753)  0.433
H (1.53030, 3.00076, -0.11882)  -0.002
H (3.18818, 4.62290, -1.04162)  0.422
H (4.50750, 3.53023, -0.59262)  0.395
H (3.50375, 4.27175, 0.66046)  0.379
H (2.74224, -2.66136, 0.99134)  0.318
H (4.22736, -2.06566, 0.22879)  0.477
H (2.43642, -3.62484, -1.05817)  0.515
H (3.83726, -1.25986, -2.39162)  0.262
H (4.60504, -2.81863, -2.02133)  0.424
H (3.29921, -2.73169, -3.20686)  0.402
H (1.51719, -0.94321, -1.80867)  0.392
H (-2.24032, -2.80070, -2.50386)  0.440
H (-4.10811, -1.18931, -2.61297)  0.364
H (-4.52462, 1.54663, -0.57842)  0.372
H (-5.06215, 0.91168, -2.14113)  0.399
H (-3.92359, 2.26643, -2.06738)  0.403
H (0.11662, 0.09812, -0.44285)  0.461
H (0.09016, 1.04911, 3.47569)  0.507
H (-2.28152, 1.05487, 2.84931)  0.504

Structure (SMILES): COc1ccc(C[C@@H]2CN3C(=NC[C@@H]3C)N2C[C@H](C)NC(=O)c2ccc(C)c(Br)c2)cc1
2S+1: 1

---

3.
A molecular structure, CHIN2 in a non-equilibrium geometry, computed with ωB97M-V with the def2-TZVPD basis set.

Last column: Mulliken charge in e.
Atoms and positions in Å:
C (0.62435, 0.53404, 0.54409)  0.346
N (0.85927, 1.54863, 0.82811)  -0.294
N (0.33554, -0.54819, -0.16783)  -0.556
I (-1.23651, -0.04823, -1.12927)  0.130
H (-0.58265, -1.48626, -0.07509)  0.373

2S+1: 1

---

4.
2 unconnected molecules or ions with the total composition C7H16O2 in a non-equilibrium geometry, computed with ωB97M-V with the def2-TZVPD basis set.

Last column: Mulliken charge in e.
Atoms and positions in Å:
C (2.32160, -1.84726, 0.03750)  -0.628
C (2.84313, -0.42851, 0.17624)  0.601
O (2.68166, 0.12078, 1.19777)  -0.451
O (3.29990, 0.22324, -1.01836)  -0.505
H (1.85433, -2.04850, 1.03683)  0.313
H (1.22296, -1.81180, -0.42504)  0.002
H (2.80678, -2.83078, -0.67036)  0.309
H (3.38242, 1.18672, -0.89162)  0.356
C (0.07796, 2.71999, 0.34005)  -0.751
C (-0.67163, 1.52198, -0.53097)  -0.342
C (-1.31377, 0.45317, 0.39245)  -0.444
C (-1.77273, -0.61778, -0.63846)  -0.540
C (-2.41968, -1.70732, 0.23660)  -0.980
H (-0.58426, 2.95690, 1.35784)  0.231
H (1.05741, 2.10202, 0.63673)  0.138
H (0.23232, 3.63130, -0.37863)  0.290
H (0.05122, 0.87363, -1.06599)  0.198
H (-1.49616, 2.02919, -1.29278)  0.272
H (-0.35188, -0.03686, 0.89273)  0.095
H (-2.18196, 0.61828, 1.22289)  0.309
H (-0.89769, -1.01255, -1.09808)  0.374
H (-2.66246, -0.33875, -1.12044)  0.381
H (-2.76496, -1.20790, 1.22387)  0.219
H (-3.19306, -2.35814, -0.33502)  0.315
H (-1.52145, -2.19105, 0.71425)  0.238

Structure (SMILES): CC(=O)O.CCCCC
2S+1: 1

---

Summary of HOMO energy in eV
-10.3 -8.3 -9.6 -10.2
(order as listed above)
Summary of orbital gap in Ha
0.40121 0.32482 0.32120 0.39891
(order as listed above)
Summary of energy above the lowest of the compared OMol25 structures with the same formula, charge and spin in kJ/mol
312.6 31.7 329.2 443.0
(order as listed above)